17
Properties=species:S:1:pos:R:3 method="wB97M-V/def2-TZVPD" energy_ha=-832.40461 homo_ev=-9.46 smiles="CSc1nc(=O)c(C)n[nH]1" spin_multiplicity=1 homo_lumo_gap_ev=9.9914 charge=0 de_lowest_kcal_mol=18.0
C -3.0889 1.1157 0.0773
S -2.4971 -0.5741 -0.0466
C -0.7357 -0.3261 -0.0284
N -0.1618 0.8380 0.0336
C 1.2210 0.9440 -0.0244
O 1.7769 2.0054 -0.0557
C 1.9465 -0.3486 0.0290
C 3.4032 -0.2649 0.0094
N 1.3337 -1.4717 0.0707
N -0.0376 -1.4863 -0.0095
H -2.8658 1.4647 1.1081
H -2.6224 1.8349 -0.6716
H -4.2064 1.1043 -0.1337
H 3.8812 0.2105 0.8859
H 3.8381 -1.3113 -0.0794
H 3.7316 0.3939 -0.8248
H -0.4337 -2.4363 -0.1353


18
Properties=species:S:1:pos:R:3 method="wB97M-V/def2-TZVPD" energy_ha=-272.77478 homo_ev=-7.51 spin_multiplicity=1 homo_lumo_gap_ev=8.4196 charge=0 de_lowest_kcal_mol=109.1
C 0.3461 1.0642 -2.2140
C 0.5870 0.4555 -0.8176
C -0.0230 -0.8421 1.0425
C 1.0373 -0.7373 2.0798
O -1.1449 -0.2210 1.2650
C -1.9284 -0.0387 0.1390
H -0.0953 0.3217 -2.8887
H -0.3527 1.9077 -2.1601
H 1.2771 1.4246 -2.6809
H 1.0014 1.2237 -0.1504
H 1.3086 -0.3635 -0.9187
H -0.0602 -1.7102 0.3841
H 2.0176 -0.6414 1.5967
H 1.0707 -1.6247 2.7245
H 0.8641 0.1462 2.6996
H -2.7802 0.5854 0.4022
H -0.7256 0.2917 -0.5587
H -2.2228 -0.9811 -0.3350


99
Properties=species:S:1:pos:R:3 method="wB97M-V/def2-TZVPD" energy_ha=-7035.98954 homo_ev=-9.52 spin_multiplicity=1 homo_lumo_gap_ev=5.0790 charge=+1
C -0.3834 3.0608 6.8945
C -0.6473 2.4650 5.5040
O -1.6024 3.2353 4.8135
C 0.7182 2.3575 4.7549
C 0.6062 2.5275 3.2652
N -0.4352 1.9513 2.6805
N -0.7358 2.0198 1.3915
C 0.0672 2.7258 0.6606
C 1.2095 3.3644 1.1645
F 1.9641 4.0327 0.3354
C 1.5307 3.2598 2.5100
C 2.7739 3.9101 3.0568
C 3.8485 2.9684 3.6136
C 4.2357 1.8765 2.6346
F 4.3055 2.3911 1.3856
Br 3.0098 0.3568 2.6512
C 5.6551 1.3114 2.9449
F 6.5380 2.2979 2.7870
F 5.9517 0.3479 2.0649
Br 5.8260 0.5779 4.7299
H 0.5604 2.7149 7.3040
H -0.3444 4.1425 6.7760
H -1.1963 2.8373 7.5753
H -1.0434 1.4649 5.6591
H -1.2404 4.1019 4.6049
H 1.4067 3.0815 5.1685
H 1.0930 1.3466 4.9028
H -1.0980 1.4296 3.2409
H -0.1690 2.8160 -0.3889
H 2.4711 4.6450 3.8002
H 3.2291 4.4628 2.2443
H 4.7409 3.5772 3.7545
H 3.6295 2.5492 4.5868
C 3.4518 -1.2804 -5.1060
C 2.9142 -0.6675 -3.8225
N 3.6776 -1.0268 -2.6422
C 3.0048 -0.6847 -1.4083
C 2.7615 0.8007 -1.1048
C 5.1014 -0.7424 -2.6951
C 5.5374 0.7104 -2.9317
H 3.5229 -2.3650 -5.0183
H 2.7784 -1.0493 -5.9320
H 4.4346 -0.8893 -5.3703
H 1.8931 -1.0327 -3.6763
H 2.8365 0.4239 -3.9575
H 3.5583 -1.1305 -0.5761
H 2.0341 -1.1922 -1.4151
H 3.6715 1.3078 -0.7942
H 2.0458 0.8860 -0.2801
H 2.3412 1.3334 -1.9592
H 5.5387 -1.3617 -3.4809
H 5.5541 -1.1082 -1.7701
H 4.9569 1.1903 -3.7207
H 6.5839 0.7329 -3.2397
H 5.4575 1.3171 -2.0298
C -5.9855 -1.3697 0.0932
C -5.6016 -1.5208 1.5571
N -4.1650 -1.5169 1.7764
C -3.7807 -1.9360 3.1117
C -4.1959 -1.0564 4.2996
C -3.4526 -0.3758 1.2422
C -3.8610 1.0251 1.7256
H -5.5057 -2.1368 -0.5154
H -7.0647 -1.4759 -0.0150
H -5.7154 -0.3914 -0.3066
H -5.9853 -2.4798 1.9125
H -6.1196 -0.7443 2.1419
H -2.6939 -2.0683 3.1291
H -4.1941 -2.9358 3.2692
H -3.5956 -0.1475 4.3698
H -4.0506 -1.6073 5.2308
H -5.2459 -0.7694 4.2526
H -3.5440 -0.3957 0.1538
H -2.3841 -0.5277 1.4302
H -4.9422 1.1562 1.7556
H -3.4619 1.7776 1.0441
H -3.4675 1.2492 2.7200
C -4.3105 -2.3426 -4.5831
C -3.1401 -3.2805 -4.8374
N -1.9585 -2.6010 -5.3353
C -0.9394 -3.5050 -5.8407
C -0.2579 -4.4579 -4.8503
C -1.4799 -1.4994 -4.5256
C -1.1066 -1.7890 -3.0642
H -4.5503 -1.7690 -5.4790
H -5.1911 -2.9221 -4.3045
H -4.1105 -1.6448 -3.7686
H -3.4450 -4.0072 -5.5943
H -2.9419 -3.8559 -3.9187
H -0.1728 -2.9092 -6.3440
H -1.4022 -4.1057 -6.6292
H 0.4601 -3.9418 -4.2131
H 0.2959 -5.2208 -5.4005
H -0.9773 -4.9739 -4.2140
H -2.2424 -0.7162 -4.5313
H -0.6214 -1.0526 -5.0349
H -1.8444 -2.4164 -2.5628
H -1.0495 -0.8490 -2.5080
H -0.1331 -2.2712 -2.9794


100
Properties=species:S:1:pos:R:3 method="wB97M-V/def2-TZVPD" energy_ha=-3734.08484 homo_ev=-8.96 smiles="CCCCCCCc1ccc2c(c1ON=O)N(S(=O)(=O)F)c1cc(N(C(=O)F)C(=O)F)c(CCCC)c(C[SH](=O)=O)c1S2.CCO.CCO.CCO" spin_multiplicity=1 homo_lumo_gap_ev=8.6780 charge=0
C 3.0801 -2.7482 2.3695
C 3.4568 -2.8124 0.8751
C 2.2348 -2.9797 -0.0246
C 2.4904 -2.5113 -1.4642
C 1.6202 -3.3030 -2.4305
C 1.3363 -2.6259 -3.7890
C -0.1865 -2.4730 -4.0221
C -0.6515 -1.1065 -3.5596
C -0.7195 -0.0844 -4.4990
C -1.0932 1.1917 -4.1106
C -1.4373 1.4421 -2.7970
C -1.4252 0.4415 -1.8263
C -1.0048 -0.8257 -2.2345
O -0.8809 -1.8296 -1.2815
N -1.8592 -2.8671 -1.3962
O -1.7271 -3.5901 -0.5003
N -1.8257 0.8546 -0.5168
S -2.6309 -0.1164 0.5345
O -1.7778 -1.0367 1.1979
O -3.4087 0.7221 1.3721
F -3.5873 -0.8740 -0.4012
C -1.1274 1.9628 0.0433
C -0.5267 1.9493 1.2815
C 0.1223 3.0591 1.7877
N 0.7231 2.8591 3.0972
C 2.0872 2.5615 3.0584
O 2.6414 2.1659 2.1039
F 2.7160 2.6566 4.1997
C 0.3418 3.8060 4.0721
O 1.0100 4.6058 4.6095
F -0.9355 3.6875 4.3610
C 0.1873 4.2400 1.0403
C 0.9207 5.4667 1.5505
C 2.4811 5.2983 1.4615
C 3.1211 6.3689 0.5501
C 4.3836 5.7647 -0.0813
C -0.4454 4.2709 -0.2156
C -0.4378 5.5020 -1.0846
S -1.5605 6.7614 -0.5093
O -2.8841 6.5300 -1.0216
O -1.0202 8.0359 -0.8957
C -1.0940 3.1307 -0.7065
S -1.8896 3.0886 -2.2944
H 3.1523 -1.7302 2.7478
H 3.7702 -3.3411 2.9674
H 2.0747 -3.1326 2.5284
H 4.0180 -1.9097 0.6303
H 4.1291 -3.6587 0.7260
H 1.9309 -4.0261 -0.0382
H 1.4313 -2.3709 0.3964
H 3.5516 -2.6521 -1.6789
H 2.3055 -1.4354 -1.5285
H 0.6853 -3.5788 -1.9536
H 2.1511 -4.2368 -2.6148
H 1.8534 -1.6750 -3.8955
H 1.7035 -3.2944 -4.5675
H -0.6968 -3.2861 -3.5225
H -0.3533 -2.4925 -5.0962
H -0.4837 -0.2441 -5.5408
H -1.1379 2.0107 -4.8136
H -0.5710 1.0455 1.8723
H 0.6140 5.7435 2.5530
H 0.6967 6.3350 0.9418
H 2.8783 5.3535 2.4714
H 2.6602 4.3466 0.9739
H 2.4570 6.5987 -0.2802
H 3.3681 7.2399 1.1507
H 4.8624 6.4983 -0.7294
H 5.0819 5.4821 0.7037
H 4.1377 4.8911 -0.6798
H -0.6612 5.3169 -2.1301
H 0.5558 5.9347 -1.0325
H -1.5294 6.6937 0.8492
C -3.0940 -7.1066 1.6669
C -1.5853 -7.1830 1.8081
O -0.9381 -6.2047 0.9973
H -3.3847 -7.2510 0.6261
H -3.5845 -7.8657 2.2779
H -3.4606 -6.1242 1.9734
H -1.2193 -8.1562 1.4835
H -1.2916 -7.0359 2.8534
H -1.2452 -5.3365 1.2796
C 1.3844 -8.6455 -0.0324
C 2.2583 -7.4577 0.3269
O 1.6026 -6.2274 0.0388
H 1.1207 -8.6158 -1.0900
H 1.8954 -9.5870 0.1771
H 0.4514 -8.6219 0.5351
H 3.1797 -7.4705 -0.2540
H 2.5218 -7.4844 1.3902
H 0.7864 -6.2016 0.5534
C -5.8840 3.6192 -0.2668
C -5.4477 3.9963 1.1366
O -4.0505 4.2673 1.1848
H -5.3319 2.7434 -0.6112
H -6.9522 3.3977 -0.3001
H -5.6750 4.4321 -0.9663
H -5.6364 3.1779 1.8296
H -5.9973 4.8772 1.4856
H -3.8759 4.9988 0.5830


48
Properties=species:S:1:pos:R:3 method="wB97M-V/def2-TZVPD" energy_ha=-977.80647 homo_ev=-9.09 smiles="CCCNC(=O)CNC(=O)[C@@H](CC)N1C(=O)CCC1(C)C" spin_multiplicity=1 homo_lumo_gap_ev=9.7587 charge=0 de_lowest_kcal_mol=28.6
C -3.0933 -3.8581 -0.6585
C -1.9459 -3.2934 -1.4782
C -2.2802 -1.9175 -2.1012
N -2.5992 -0.9823 -1.0353
C -2.7108 0.3649 -1.2520
O -2.5640 0.8720 -2.3430
C -2.8715 1.2425 -0.0218
N -1.6183 1.4871 0.6743
C -0.8737 0.5339 1.3675
O -1.3799 -0.5448 1.5015
C 0.5558 0.9317 1.7774
C 1.1302 -0.0753 2.7723
C 2.4136 0.3286 3.4986
N 1.3540 1.4068 0.6435
C 1.3367 2.7452 0.3426
O 0.4482 3.5060 0.7310
C 2.2014 3.0977 -0.8248
C 2.8890 1.7275 -1.1152
C 1.9098 0.7083 -0.5142
C 2.7175 -0.5792 -0.1182
C 0.8168 0.3755 -1.5508
H -3.2634 -3.1823 0.1985
H -2.8917 -4.8771 -0.3159
H -4.0441 -3.8738 -1.1899
H -1.7046 -3.9763 -2.3110
H -1.0594 -3.1655 -0.8586
H -1.4235 -1.5218 -2.6668
H -3.1517 -1.9661 -2.7730
H -2.3440 -1.2494 -0.0719
H -3.5637 0.7674 0.6609
H -3.2931 2.2254 -0.3580
H -1.1409 2.4010 0.5971
H 0.4039 1.7826 2.4500
H 0.3724 -0.3159 3.5183
H 1.2748 -1.0547 2.2340
H 3.2278 0.5404 2.7850
H 2.2781 1.1965 4.1305
H 2.6723 -0.5191 4.1293
H 1.5610 3.3850 -1.7128
H 2.9235 3.9030 -0.5938
H 3.8148 1.7072 -0.5688
H 3.1270 1.5034 -2.1707
H 3.4338 -0.3781 0.6537
H 2.0501 -1.3385 0.2528
H 3.2882 -0.9514 -0.9618
H 1.2461 0.0838 -2.5253
H 0.1647 1.2376 -1.6938
H 0.2058 -0.4406 -1.1334